Record 1
The following is a quantum chemistry calculation of a structure of composition C10H26FeN7O18 in a non-equilibrium geometry, from the OMol25 dataset.

The spin multiplicity is 6. The relative energy (zero: lowest compared OMol25 entry of this formula, charge and spin) comes out at 126.1 kcal/mol. The electronic energy comes out at -3396.8953 Ha.

Last column: Löwdin charge in e.
Atoms and positions in Å:
Fe (2.87, -0.90, 1.71)  1.006
C (0.09, 0.30, -0.43)  -0.096
C (0.08, -1.15, 0.03)  -0.412
O (1.14, -1.44, 0.84)  -0.333
H (0.07, 1.00, 0.41)  0.050
H (-0.75, 0.52, -1.08)  0.055
H (0.97, 0.56, -1.03)  0.067
H (0.14, -1.69, -0.91)  0.071
H (-0.83, -1.43, 0.56)  0.089
C (2.79, 1.59, 2.59)  -0.787
O (2.76, 1.05, 1.50)  -0.051
O (3.90, 1.82, 2.99)  0.214
O (2.75, 0.54, 3.20)  0.015
C (-3.71, 3.91, -2.08)  0.035
N (-2.70, 3.02, -1.57)  -0.446
O (-2.88, 2.62, -0.45)  0.084
O (-1.65, 2.82, -2.19)  0.032
H (-4.27, 3.24, -2.73)  0.112
H (-3.10, 4.64, -2.60)  0.105
H (-4.38, 4.44, -1.40)  0.109
C (0.10, -1.45, -3.67)  0.043
N (-1.25, -2.10, -3.83)  -0.431
O (-2.22, -1.47, -3.42)  0.033
O (-1.31, -3.14, -4.44)  0.061
H (0.64, -1.87, -2.82)  0.074
H (-0.04, -0.38, -3.47)  0.090
H (0.62, -1.59, -4.62)  0.098
C (-0.37, -3.78, 3.26)  0.042
N (-0.98, -2.42, 3.51)  -0.355
O (-2.08, -2.10, 3.01)  0.029
O (-0.35, -1.76, 4.38)  0.035
H (0.21, -4.03, 4.14)  0.092
H (0.40, -3.78, 2.48)  0.085
H (-1.19, -4.47, 3.05)  0.092
C (-2.97, -3.40, -0.33)  0.041
N (-1.77, -4.22, -0.65)  -0.380
O (-1.24, -4.89, 0.23)  0.051
O (-1.50, -4.30, -1.89)  0.026
H (-2.91, -3.14, 0.73)  0.071
H (-3.90, -3.97, -0.34)  0.106
H (-2.95, -2.52, -0.97)  0.089
C (1.13, 4.13, -0.90)  0.039
N (1.08, 5.19, 0.15)  -0.413
O (1.20, 4.78, 1.29)  0.064
O (1.13, 6.40, -0.14)  0.032
H (0.61, 4.65, -1.71)  0.087
H (0.54, 3.26, -0.60)  0.072
H (2.10, 3.76, -1.23)  0.105
C (5.57, -1.13, -1.74)  0.069
N (4.13, -1.06, -1.36)  -0.339
O (3.86, -1.30, -0.16)  -0.028
O (3.27, -0.83, -2.21)  0.117
H (6.14, -0.83, -0.86)  0.105
H (5.65, -0.35, -2.50)  0.103
H (5.90, -2.06, -2.18)  0.112
C (-1.45, 0.98, 2.89)  0.029
N (-1.62, 2.24, 3.62)  -0.457
O (-0.79, 3.11, 3.45)  0.055
O (-2.52, 2.34, 4.40)  0.082
H (-1.76, 1.12, 1.85)  0.093
H (-1.99, 0.20, 3.42)  0.073
H (-0.40, 0.69, 2.84)  0.087


Record 2
The following is a quantum chemistry calculation of the ion C20H27N6O with charge +1 in a non-equilibrium geometry, from the OMol25 dataset.

The relative energy (zero: lowest compared OMol25 entry of this formula, charge and spin) comes out at 0.0 kcal/mol. The electronic energy comes out at -1181.8072 Ha. The charge is +1. The SMILES is CCC[C@@H](c1nnnn1Cc1ccco1)[NH+]1CCN(c2ccccc2)CC1.

Last column: Löwdin charge in e.
Atoms and positions in Å:
C (-2.35, -2.68, 2.48)  -0.085
H (-2.18, -2.96, 3.51)  0.082
H (-3.40, -2.44, 2.36)  0.070
H (-2.12, -3.53, 1.85)  0.084
C (-1.47, -1.49, 2.11)  -0.246
H (-1.70, -0.65, 2.77)  0.107
H (-0.43, -1.76, 2.29)  0.099
C (-1.70, -1.09, 0.64)  -0.123
H (-1.21, -1.81, -0.01)  0.128
H (-2.77, -1.17, 0.44)  0.107
C (-1.29, 0.32, 0.22)  -0.160
C (-1.57, 1.39, 1.23)  -0.247
N (-0.66, 2.28, 1.55)  0.077
N (-1.23, 3.12, 2.41)  0.003
N (-2.43, 2.80, 2.62)  0.079
N (-2.71, 1.70, 1.90)  -0.039
C (-4.03, 1.13, 1.90)  -0.024
C (-4.51, 0.83, 0.52)  -0.284
C (-5.28, -0.17, 0.02)  -0.017
C (-5.45, 0.10, -1.36)  -0.036
C (-4.77, 1.25, -1.60)  -0.097
O (-4.19, 1.70, -0.47)  0.038
H (-4.63, 1.83, -2.49)  0.128
H (-6.01, -0.48, -2.06)  0.111
H (-5.69, -1.00, 0.57)  0.120
H (-4.66, 1.87, 2.39)  0.148
H (-4.04, 0.21, 2.50)  0.137
H (-1.84, 0.57, -0.69)  0.156
N (0.17, 0.50, -0.13)  -0.072
H (0.33, 1.52, 0.03)  0.152
C (1.13, -0.15, 0.78)  -0.089
H (0.89, 0.12, 1.81)  0.135
H (1.08, -1.23, 0.64)  0.141
C (2.55, 0.32, 0.45)  -0.139
N (2.83, -0.04, -0.92)  -0.115
C (4.18, -0.19, -1.34)  -0.234
C (4.43, -0.92, -2.49)  -0.030
C (5.73, -1.12, -2.92)  -0.072
C (6.79, -0.61, -2.20)  -0.081
C (6.54, 0.11, -1.04)  -0.071
C (5.24, 0.32, -0.61)  -0.027
H (5.08, 0.90, 0.28)  0.106
H (7.36, 0.51, -0.47)  0.110
H (7.80, -0.77, -2.53)  0.107
H (5.91, -1.69, -3.82)  0.109
H (3.61, -1.34, -3.06)  0.111
C (1.92, 0.63, -1.83)  -0.129
C (0.50, 0.17, -1.53)  -0.073
H (-0.21, 0.67, -2.20)  0.143
H (0.42, -0.91, -1.66)  0.146
H (2.18, 0.37, -2.85)  0.131
H (1.98, 1.73, -1.72)  0.144
H (3.25, -0.18, 1.10)  0.141
H (2.62, 1.41, 0.63)  0.143


Record 3
The following is a quantum chemistry calculation of an isolated molecule of C4H8OS2 in a non-equilibrium geometry, from the OMol25 dataset.

The relative energy (zero: lowest compared OMol25 entry of this formula, charge and spin) comes out at 21.6 kcal/mol. The electronic energy comes out at -1028.7886 Ha. The SMILES is CC(=S)[C@@H](S)CO.

Last column: Löwdin charge in e.
Atoms and positions in Å:
C (1.90, 0.41, -0.77)  -0.091
C (0.88, -0.49, 0.01)  -0.781
C (-0.56, -0.23, -0.44)  -0.653
C (-1.17, 0.89, 0.38)  -0.308
H (2.83, 0.39, -0.27)  0.045
H (1.99, -0.04, -1.76)  0.088
H (1.54, 1.46, -0.82)  0.087
H (-0.61, -0.04, -1.52)  0.093
H (-0.94, -2.29, 0.61)  -0.197
H (-0.56, 1.81, 0.32)  0.125
H (-2.09, 1.20, -0.07)  0.106
H (-1.63, -0.31, 1.85)  0.054
O (-1.27, 0.58, 1.76)  -0.074
S (1.33, -1.59, 1.11)  0.769
S (-1.66, -1.73, -0.38)  0.736


Record 4
The following is a quantum chemistry calculation of a cluster of 2 separate species, C2H9N2O in total in a non-equilibrium geometry, from the OMol25 dataset.

The relative energy (zero: lowest compared OMol25 entry of this formula, charge and spin) comes out at 40.6 kcal/mol. The electronic energy comes out at -266.0869 Ha. The charge is +1.

Last column: Löwdin charge in e.
Atoms and positions in Å:
C (-0.47, 1.87, -0.52)  0.000
N (-0.37, 0.38, -0.23)  0.009
C (-0.72, -0.07, 0.93)  -0.134
N (-0.04, -0.93, 1.72)  0.193
H (0.45, 2.39, -0.68)  0.087
H (-1.02, 1.92, -1.51)  0.121
H (-0.94, 2.39, 0.26)  0.072
H (0.37, 0.02, -0.85)  0.122
H (-1.73, 0.33, 1.31)  0.193
H (0.69, -1.44, 1.21)  0.116
H (-0.08, -0.97, 2.72)  0.133
H (1.82, -2.54, -1.29)  0.079
H (0.80, -1.55, -1.97)  0.094
O (1.22, -1.80, -1.09)  -0.083


Record 5
The following is a quantum chemistry calculation of a structure of composition C13H8CoN3O9, from the OMol25 dataset.

The relative energy (zero: lowest compared OMol25 entry of this formula, charge and spin) comes out at 6.9 kcal/mol. The electronic energy comes out at -2724.5299 Ha.

Last column: Löwdin charge in e.
Atoms and positions in Å:
Co (-0.03, 0.93, 0.02)  0.781
O (5.85, 0.66, 0.04)  0.110
C (4.51, 0.70, -0.02)  -0.256
C (3.81, 0.72, -1.23)  0.096
C (2.44, 0.77, -1.17)  -0.124
N (1.84, 0.80, 0.00)  0.048
C (2.47, 0.77, 1.18)  -0.118
C (3.84, 0.72, 1.21)  0.108
C (1.46, 0.79, 2.32)  -0.523
O (1.80, 0.77, 3.47)  0.124
O (0.22, 0.86, 1.88)  -0.058
C (1.42, 0.79, -2.30)  -0.526
O (1.76, 0.76, -3.46)  0.120
O (0.19, 0.85, -1.85)  -0.055
H (6.23, 0.65, -0.85)  0.127
H (4.31, 0.71, -2.19)  0.140
H (4.37, 0.71, 2.15)  0.145
C (-0.58, -2.71, 0.03)  0.032
C (-1.64, -1.67, 0.03)  -0.277
N (-1.44, -0.36, 0.03)  0.105
C (-2.66, 0.25, 0.03)  -0.083
C (-3.63, -0.69, 0.04)  -0.051
N (-2.96, -1.89, 0.03)  0.205
C (-5.11, -0.64, 0.06)  -0.478
O (-5.65, 0.56, 0.16)  0.154
O (-5.74, -1.66, 0.03)  0.119
C (-2.64, 1.73, 0.02)  -0.497
O (-3.66, 2.39, -0.02)  0.097
O (-1.42, 2.17, 0.02)  -0.005
H (0.39, -2.24, 0.03)  0.081
H (-0.67, -3.35, -0.85)  0.095
H (-0.67, -3.34, 0.92)  0.095
H (-3.44, -2.78, 0.04)  0.183
H (-4.97, 1.29, 0.22)  0.087


| no. | molecular weight (g/mol) |
| --- | --- |
| 1 | 588.19 |
| 2 | 367.48 |
| 3 | 136.24 |
| 4 | 77.11 |
| 5 | 409.15 |